{
  "formula": "C23H53N2O7PdS6",
  "method": "the ωB97M-V functional and the def2-TZVPD basis",
  "energy_ev": -110498.3348,
  "e_lumo_ha": [-0.0747, -0.0747],
  "homo_energy_ev": [-9.400, -9.400],
  "charge": 1,
  "multiplicity": 3,
  "de_lowest_kj_mol": 260.6,
  "species": ["Pd", "C", "C", "C", "O", "H", "H", "H", "H", "H", "H", "H", "C", "S", "O", "C", "H", "H", "H", "H", "H", "H", "C", "S", "O", "C", "H", "H", "H", "H", "H", "H", "C", "S", "O", "C", "H", "H", "H", "H", "H", "H", "C", "S", "O", "C", "H", "H", "H", "H", "H", "H", "C", "S", "O", "C", "H", "H", "H", "H", "H", "H", "C", "S", "O", "C", "H", "H", "H", "H", "H", "H", "N", "C", "C", "C", "C", "H", "H", "H", "H", "H", "N", "C", "C", "C", "C", "H", "H", "H", "H", "H"],
  "coordinates": [[0.813742, -0.441233, -1.308904], [3.179856, -1.685247, 2.032120], [1.864086, -1.946842, 1.217056], [1.007694, -2.864428, 1.994901], [1.313725, -0.710510, 0.821420], [2.940941, -1.228016, 2.992306], [3.817038, -1.010413, 1.460538], [3.764408, -2.601918, 2.110277], [1.991100, -2.361022, 0.216848], [0.624868, -2.635319, 2.989410], [1.555112, -3.787014, 2.187974], [0.231519, -3.145348, 1.283050], [-3.112367, -1.343989, 0.002351], [-2.623748, 0.056939, -1.165496], [-1.171039, -0.034883, -1.235248], [-3.215263, -0.579360, -2.837591], [-3.248772, -0.866853, 0.972833], [-2.387571, -2.158005, 0.014790], [-4.032195, -1.804628, -0.357990], [-4.288861, -0.690068, -2.685181], [-2.699471, -1.510954, -3.070354], [-2.960991, 0.172904, -3.584272], [0.517108, 4.163142, 0.007337], [1.718345, 2.753762, -0.181957], [1.021497, 1.707174, -1.051420], [2.913164, 3.544564, -1.291262], [-0.201429, 4.176373, -0.812202], [1.050138, 5.113897, 0.001303], [-0.166288, 4.101189, 0.854230], [3.667144, 3.797239, -0.545747], [2.437373, 4.383294, -1.799440], [3.454084, 2.878846, -1.963814], [1.334709, -4.738356, -2.589856], [0.152364, -3.807881, -1.486671], [0.520068, -2.392393, -1.915477], [-1.316395, -4.221530, -2.472132], [2.347462, -4.603296, -2.210127], [1.221229, -4.514123, -3.650495], [1.179048, -5.816330, -2.632684], [-1.411317, -5.257891, -2.796238], [-1.509491, -3.576347, -3.329186], [-2.186878, -4.055426, -1.837505], [-5.194682, 3.102739, 0.182337], [-3.947623, 3.823199, 1.372530], [-4.768623, 4.260085, 2.599894], [-3.284621, 2.267228, 2.052546], [-5.790438, 3.870489, -0.311351], [-5.989641, 2.547076, 0.679706], [-4.702249, 2.449137, -0.537670], [-3.916225, 1.605251, 2.644975], [-2.484906, 2.522589, 2.747785], [-2.716211, 1.758696, 1.273821], [5.161412, -1.517091, -1.716742], [3.710184, -1.673071, -2.878004], [2.599660, -0.845448, -2.249975], [4.341233, -0.659988, -4.331999], [6.004188, -2.160644, -1.969082], [4.713255, -1.796973, -0.763375], [5.437310, -0.515619, -1.386546], [5.408258, -0.819696, -4.487079], [4.294841, 0.354972, -3.937277], [3.854413, -0.732688, -5.304530], [1.289163, 2.357578, -4.642121], [0.644894, 0.612520, -4.702124], [0.257401, 0.224850, -3.310387], [-0.950437, 1.123889, -5.497971], [2.280137, 2.479204, -4.204744], [0.550328, 2.811199, -3.981467], [1.213002, 2.753748, -5.654714], [-1.259482, 0.256978, -6.081978], [-1.014288, 2.024853, -6.108115], [-1.569942, 1.430883, -4.655314], [-1.684813, 0.047168, 4.625042], [-1.579117, -0.809002, 3.600116], [-2.560182, -1.762045, 3.672625], [-3.568985, -1.295867, 4.532261], [-2.953945, -0.232717, 5.132774], [-1.007318, 0.770942, 4.818029], [-0.687572, -0.786025, 2.991005], [-2.676003, -2.654939, 3.076204], [-4.567254, -1.705974, 4.573136], [-3.308408, 0.563745, 5.770274], [1.326493, 1.007190, 3.901457], [0.915299, 2.257855, 4.300643], [0.696294, 2.264424, 5.659992], [1.012065, 1.041384, 6.146658], [1.255321, 0.286671, 5.108342], [1.395865, 0.580985, 2.988422], [0.895518, 2.958942, 3.479364], [0.390457, 3.123256, 6.239029], [0.949545, 0.733869, 7.180068], [1.480682, -0.765507, 5.016033]],
  "atomic_forces_ev_per_a": [[0.88, 0.40, 2.66], [-0.29, -0.23, -1.69], [1.37, 2.33, -0.06], [-0.84, -1.63, -0.20], [-0.73, 0.46, 0.44], [0.10, -0.21, 0.05], [-0.06, 0.34, 0.07], [-0.11, -0.15, 0.55], [1.11, -1.23, 0.12], [-0.13, 0.82, -0.26], [0.25, -0.23, -0.20], [-0.74, -0.11, 0.57], [-0.50, 0.57, -1.19], [-1.61, -1.63, -0.22], [-0.38, 0.77, 0.57], [0.20, 0.21, 1.55], [0.12, -0.26, 0.02], [0.49, 0.50, 0.01], [-0.31, 0.31, 0.15], [-0.02, -0.12, -0.45], [-0.14, 0.01, 0.14], [-0.17, 0.00, 0.25], [-0.15, -0.08, -0.61], [-1.15, -1.04, -0.76], [0.25, 1.72, 0.58], [0.09, 0.29, 0.93], [0.44, -0.26, -0.58], [0.11, -0.11, 0.23], [0.70, -0.39, 0.51], [0.16, 0.92, -0.26], [0.40, 0.00, -0.01], [-0.70, -0.40, 0.03], [-0.21, -0.87, 0.41], [1.10, -0.14, -2.64], [-0.91, -2.16, -0.03], [-1.30, 0.04, 0.39], [-0.13, 0.39, -0.13], [-0.03, 1.02, 0.23], [-0.37, -0.17, 0.80], [0.55, -0.08, 0.17], [0.83, 0.16, -0.05], [0.01, 0.02, 0.29], [-0.10, -0.01, 0.26], [-2.64, -1.17, 2.63], [1.08, 0.30, -2.03], [1.52, -0.03, -0.58], [0.68, 0.46, -0.15], [0.49, -0.27, 0.66], [0.12, 0.17, -0.07], [-0.69, 0.29, -0.53], [-0.07, 0.60, 0.13], [-0.29, -0.41, -0.25], [-1.05, 0.24, 0.47], [0.36, 0.84, 0.08], [3.21, -0.38, -1.41], [0.57, 0.42, 1.16], [-0.20, 0.12, -0.16], [-0.19, -0.92, -0.07], [0.20, 0.45, -1.14], [0.01, -0.50, 0.15], [-0.30, 0.15, -0.14], [-0.51, -0.40, 0.48], [-0.76, -0.69, 0.32], [0.25, 1.23, -0.41], [-0.41, 0.49, -1.70], [0.26, 0.05, 0.38], [-0.07, -0.39, -0.17], [0.10, 0.35, -0.02], [0.19, 0.03, 0.11], [-0.49, 0.14, 0.34], [0.93, -0.15, -0.38], [-0.22, -0.76, 0.14], [-2.64, -0.85, -0.77], [2.46, -1.78, -0.65], [-0.59, -0.22, -1.95], [1.19, 0.32, 0.38], [-0.21, 2.79, 1.75], [-0.53, 0.19, 0.35], [0.00, -0.24, -0.08], [0.28, 0.14, -0.29], [0.15, 0.22, 0.61], [-0.47, -0.45, 0.42], [-1.09, -0.34, 3.50], [0.18, 0.31, -1.81], [-0.34, 3.81, -1.24], [-0.70, -0.87, 2.97], [2.48, -3.73, -4.04], [-0.03, 0.19, -0.31], [-0.34, 0.65, 0.57], [0.08, 0.05, -0.14], [0.01, -0.11, -0.15], [0.01, -0.06, 0.39]],
  "lowdin_spin": [1.5184, 0.0051, 0.0091, 0.0003, 0.1653, 0.0000, 0.0000, 0.0009, 0.0021, -0.0001, 0.0001, -0.0001, -0.0004, 0.0178, 0.0389, 0.0015, 0.0000, 0.0001, 0.0000, 0.0007, 0.0001, -0.0001, 0.0058, 0.0088, 0.0425, 0.0017, 0.0001, 0.0009, 0.0002, 0.0003, 0.0000, 0.0001, 0.0049, 0.0115, 0.0502, 0.0026, 0.0001, 0.0001, 0.0013, 0.0007, 0.0000, 0.0000, 0.0001, 0.0000, 0.0000, 0.0000, 0.0000, 0.0000, 0.0002, 0.0000, 0.0000, 0.0000, 0.0000, 0.0171, 0.0340, 0.0061, 0.0003, 0.0000, 0.0000, 0.0013, 0.0002, 0.0001, -0.0004, 0.0097, 0.0305, 0.0054, 0.0000, 0.0000, 0.0002, 0.0001, 0.0009, 0.0002, 0.0000, 0.0000, 0.0000, 0.0000, 0.0000, 0.0000, 0.0001, 0.0000, 0.0000, 0.0000, 0.0009, 0.0000, 0.0000, 0.0000, 0.0000, 0.0013, 0.0000, 0.0000, 0.0000, 0.0000]
}